Entry 1:
Molecular formula: C15H40F16N7O13P2S4
Method: DFT, wB97M-V/def2-TZVPD

As for the HOMO energy: -0.3723 Ha. The value obtained for the LUMO energy is -4.29 eV. The gap between HOMO and LUMO comes out at 5.8 eV. Its total charge is +1.

CARTESIAN COORDINATES (ANGSTROEM)
C -0.944 0.426 7.521
C -0.089 1.005 6.324
O 0.777 1.873 6.534
N -0.430 0.500 4.900
H 0.506 0.219 4.644
H -0.927 -0.378 4.924
C -0.823 1.500 3.860
H -0.905 1.192 8.296
H -0.555 -0.498 7.949
H -1.936 0.167 7.152
H -0.499 1.212 2.860
H -0.180 2.349 4.090
H -1.872 1.777 3.962
C 5.914 0.377 -2.168
C 4.997 1.347 -1.367
O 5.212 1.654 -0.209
N 3.684 1.849 -1.978
H 3.329 2.551 -1.344
H 3.820 2.498 -2.740
C 2.716 0.634 -2.236
H 5.407 -0.586 -2.236
H 6.926 0.122 -1.852
H 5.923 0.825 -3.162
H 2.261 0.364 -1.283
H 3.093 -0.290 -2.676
H 1.934 0.847 -2.965
C -3.110 3.081 0.477
C -3.677 2.170 1.546
O -3.941 2.540 2.683
N -3.813 0.628 1.201
H -2.976 0.419 0.675
H -3.787 0.076 2.046
C -5.052 0.404 0.328
H -2.956 4.088 0.863
H -3.885 3.073 -0.289
H -2.128 2.738 0.148
H -4.924 -0.636 0.027
H -4.880 0.950 -0.599
H -5.974 0.621 0.868
C 5.163 1.001 4.041
C 3.818 0.338 3.663
O 2.778 0.635 4.173
N 3.991 -0.928 2.766
H 4.909 -1.301 2.573
H 3.540 -1.634 3.331
C 3.252 -0.671 1.440
H 5.155 2.088 4.120
H 6.107 0.822 3.526
H 5.336 0.690 5.071
H 3.466 -1.356 0.619
H 3.594 0.281 1.034
H 2.166 -0.669 1.541
C -0.880 2.670 -3.593
C -2.236 2.065 -3.659
O -2.779 1.559 -2.711
N -2.960 2.345 -4.958
H -3.411 3.248 -4.907
H -2.369 2.422 -5.773
C -4.095 1.273 -5.217
H -0.966 3.755 -3.534
H -0.368 2.430 -4.525
H -0.320 2.395 -2.699
H -4.671 1.001 -4.333
H -3.607 0.461 -5.756
H -4.594 2.014 -5.842
P -1.090 -1.377 -0.237
F -0.770 -1.118 1.322
F -2.609 -1.814 0.093
F -1.480 0.220 -0.564
F -1.307 -1.693 -1.804
F 0.394 -0.809 -0.497
F -0.442 -2.890 -0.161
P -4.173 -2.681 -3.361
F -3.831 -1.250 -2.792
F -3.181 -3.327 -2.229
F -5.385 -2.805 -2.284
F -4.608 -4.170 -3.785
F -5.280 -2.152 -4.416
F -2.905 -2.681 -4.411
N 0.246 -2.560 -5.363
S 0.398 -2.549 -6.936
O 1.762 -2.347 -7.441
O -0.724 -2.113 -7.730
F 0.202 -4.087 -6.997
S 0.312 -0.873 -5.293
O -0.923 -0.132 -5.637
O 1.581 -0.170 -5.640
F 0.413 -0.930 -3.678
N 2.748 -2.727 4.229
S 2.457 -2.703 5.725
O 2.548 -4.000 6.349
O 1.652 -1.620 6.240
F 3.852 -2.040 6.224
S 1.245 -3.307 3.766
O 0.173 -2.416 4.254
O 1.057 -4.709 3.631
F 1.410 -2.796 2.256

Entry 2:
Molecular formula: C29H46BrN3P2SSn
Method: DFT, wB97M-V/def2-TZVPD

The energy above the lowest of the compared OMol25 structures with the same formula, charge and spin is 29.34 kcal per mole. As for the HOMO energy (spin up / spin down): -0.4660 / -0.4583 Ha. The value obtained for the LUMO energy (spin up / spin down) is -7.58 / -6.82 eV. The gap between HOMO and LUMO (spin up / spin down) comes out at 5.1 / 5.6 eV. Its total charge is +2.

CARTESIAN COORDINATES (ANGSTROEM)
N -6.276 4.475 -4.291
C -6.060 4.873 -3.043
C -5.082 4.280 -2.225
C -4.326 3.166 -2.694
C -4.603 2.757 -4.024
C -5.598 3.434 -4.767
C -3.223 2.613 -1.863
Sn -0.020 -0.048 -0.404
P 2.573 -0.577 -0.071
C -2.376 1.550 -1.999
C -1.050 1.786 -1.372
C 0.191 1.667 -2.117
C 1.289 2.534 -1.714
C 1.248 2.982 -0.435
C 0.154 3.062 0.352
C -1.005 2.348 -0.039
Br 2.490 3.701 2.063
H -2.890 3.337 -1.118
H -2.560 0.803 -2.791
H -4.884 4.786 -1.286
H -3.989 2.014 -4.526
H -6.656 5.721 -2.693
H -5.836 3.160 -5.797
H 0.069 1.222 -3.131
H -1.940 2.446 0.512
H 2.099 2.832 -2.348
H 0.196 3.706 1.220
P -0.704 -2.470 -0.261
C 3.526 0.968 0.349
C 5.006 1.257 0.110
H 3.269 1.350 1.397
H 3.048 1.792 -0.213
H 5.078 2.311 0.423
H 5.701 0.691 0.752
H 5.302 1.155 -0.945
C 3.337 -1.094 -1.689
C 4.714 -1.751 -1.744
H 3.292 -0.216 -2.351
H 2.630 -1.786 -2.167
H 4.850 -2.058 -2.791
H 5.522 -1.071 -1.450
H 4.727 -2.636 -1.098
C 3.323 -1.845 1.051
C 4.537 -1.660 1.952
H 3.453 -2.796 0.503
H 2.493 -2.114 1.701
H 4.304 -2.207 2.874
H 5.434 -2.108 1.512
H 4.736 -0.612 2.170
C -0.728 -3.340 1.321
C -1.607 -4.598 1.416
H -1.038 -2.608 2.087
H 0.327 -3.600 1.535
H -2.580 -4.350 1.866
H -1.786 -5.081 0.440
H -1.085 -5.309 2.071
C 0.260 -3.476 -1.488
C 0.240 -2.894 -2.931
H -0.205 -4.484 -1.422
H 1.326 -3.591 -1.179
H -0.795 -2.842 -3.341
H 0.683 -1.878 -2.979
H 0.838 -3.567 -3.576
C -2.330 -2.067 -0.941
C -3.430 -1.887 0.096
H -2.534 -2.881 -1.650
H -2.275 -1.148 -1.553
H -4.373 -1.687 -0.422
H -3.556 -2.803 0.671
H -3.257 -1.056 0.792
C -0.662 -1.180 4.878
N -0.183 0.170 4.661
C 0.302 0.980 5.646
C 0.578 2.185 5.086
N 0.181 2.141 3.778
C -0.250 0.859 3.477
S -1.054 0.290 2.078
H -1.639 -1.316 4.399
H 0.032 -1.957 4.505
H -0.759 -1.260 5.965
H 0.366 0.596 6.668
H 1.014 3.091 5.511
H 0.465 2.818 3.051

- Which of these has the lowest total charge?
  C15H40F16N7O13P2S4